Record 1
Formula: CBrCl2NO2
Source: the OMol25 dataset
Level of theory: ωB97M-V with the def2-TZVPD basis set

Results
**2S+1**: 1
**Highest occupied orbital energy (spin up / spin down)**: -9.39 / -8.96 eV
**Kohn-Sham gap (spin up / spin down)**: 8.20 / 8.35 eV

Geometry (Å):
C1 1.2903 -0.4643 0.1567
N1 -1.0627 0.3291 -0.1384
O1 -1.6552 -0.6579 -0.4066
O2 -0.9919 1.4595 -0.2643
Cl1 1.3312 -1.4989 -1.2056
Cl2 1.2576 -1.3767 1.6321
Br1 2.4162 1.1275 0.2015

Record 2
Formula: CBrClFN3
Source: the OMol25 dataset
Level of theory: ωB97M-V with the def2-TZVPD basis set

Results
**SMILES**: N#C/N=N\Cl.FBr
**2S+1**: 1
**Highest occupied orbital energy**: -10.75 eV
**Kohn-Sham gap**: 8.85 eV

Geometry (Å):
N1 -0.5927 1.1855 -1.9636
C1 -0.5381 0.4464 -1.0894
N2 -0.1780 -0.2008 -0.0354
N3 -0.4219 -1.3028 0.3750
Cl1 -1.4589 -2.4016 -0.3927
F1 3.0799 1.0715 1.3380
Br1 3.9823 -0.5301 1.2515

Record 3
Formula: CBrF4N
Source: the OMol25 dataset
Level of theory: ωB97M-V with the def2-TZVPD basis set

Results
**2S+1**: 1
**Highest occupied orbital energy (spin up / spin down)**: -9.84 / -9.37 eV
**Kohn-Sham gap (spin up / spin down)**: 9.47 / 8.32 eV

Geometry (Å):
C1 0.8324 0.3253 0.4403
N1 -1.3658 0.0870 -0.3908
F1 0.9124 -0.4216 1.4944
F2 0.9825 1.5582 0.6809
F3 1.5214 0.0805 -0.6832
F4 -1.7873 -1.0178 0.4804
Br1 -1.0956 -0.6115 -2.0220

Record 4
Formula: CBrIN4
Source: the OMol25 dataset
Level of theory: ωB97M-V with the def2-TZVPD basis set

Results
**SMILES**: Brc1nnnn1I
**2S+1**: 1
**Highest occupied orbital energy**: -9.78 eV
**Kohn-Sham gap**: 8.43 eV

Geometry (Å):
Br1 -0.2270 2.3462 1.6340
C1 -0.4154 0.8857 0.6191
N1 -1.1255 0.5521 -0.3279
N2 -0.8110 -0.7497 -0.5290
N3 0.1591 -1.2848 0.0154
N4 0.6516 -0.4784 0.9084
I1 2.5537 0.1891 1.2875

Record 5
Formula: CCl2FN
Source: the OMol25 dataset
Level of theory: ωB97M-V with the def2-TZVPD basis set

Results
**2S+1**: 1
**Highest occupied orbital energy (spin up / spin down)**: -9.09 / -9.31 eV
**Kohn-Sham gap (spin up / spin down)**: 8.24 / 8.15 eV

Geometry (Å):
C1 -1.2803 0.0694 0.3149
N1 1.3821 -0.5126 -0.1660
F1 1.7992 0.7230 -0.2322
Cl1 -1.5676 1.6322 -0.1733
Cl2 -2.3830 -1.0535 -0.1871

Record 6
Formula: CCl2FNO2
Source: the OMol25 dataset
Level of theory: ωB97M-V with the def2-TZVPD basis set

Results
**SMILES**: O=[N+]([O-])C(F)(Cl)Cl
**2S+1**: 1
**Highest occupied orbital energy**: -11.96 eV
**Kohn-Sham gap**: 10.60 eV

Geometry (Å):
O1 -1.6162 0.8645 -0.1920
N1 -0.9308 -0.1080 -0.0586
O2 -1.2184 -1.2790 -0.1011
C1 0.5424 0.1230 0.1849
F1 0.7261 1.2818 0.7458
Cl1 1.2883 0.2212 -1.6919
Cl2 1.2086 -1.1036 1.1128

Record 7
Formula: CCl2NO2
Source: the OMol25 dataset
Level of theory: ωB97M-V with the def2-TZVPD basis set

Results
**2S+1**: 1
**Net charge**: -1
**Highest occupied orbital energy**: -2.89 eV
**Kohn-Sham gap**: 6.79 eV

Geometry (Å):
C1 0.4378 -0.5185 1.1310
N1 -0.0688 0.9042 -0.7450
O1 0.2933 -1.5529 0.6547
O2 0.4562 0.3275 1.9304
Cl1 -1.7501 0.6206 -0.7156
Cl2 0.6317 0.2191 -2.2556

Record 8
Formula: CCl2O
Source: the OMol25 dataset
Level of theory: ωB97M-V with the def2-TZVPD basis set

Results
**SMILES**: O=C(Cl)Cl
**2S+1**: 1
**Highest occupied orbital energy (spin up / spin down)**: -10.65 / -9.35 eV
**Kohn-Sham gap (spin up / spin down)**: 9.43 / 7.86 eV

Geometry (Å):
O1 -0.6815 1.1884 -0.0009
C1 0.1677 -0.3348 0.0482
Cl1 1.8459 -0.3448 -0.0031
Cl2 -0.8749 -1.5352 -0.0091

Record 9
Formula: CCl3F3P
Source: the OMol25 dataset
Level of theory: ωB97M-V with the def2-TZVPD basis set

Results
**2S+1**: 1
**Net charge**: +1
**Highest occupied orbital energy**: -17.72 eV
**Kohn-Sham gap**: 12.19 eV

Geometry (Å):
C1 0.9965 0.0515 -0.0590
F1 1.4891 -0.7312 1.2167
F2 1.4694 1.2451 0.0646
F3 1.4875 -0.5896 -1.0634
P1 -0.9345 0.0053 -0.0236
Cl1 -1.4566 -0.9549 -1.6460
Cl2 -1.5074 1.8745 -0.0736
Cl3 -1.5440 -0.9005 1.5844

Record 10
Formula: CCl3NO3
Source: the OMol25 dataset
Level of theory: ωB97M-V with the def2-TZVPD basis set

Results
**2S+1**: 1
**Highest occupied orbital energy (spin up / spin down)**: -10.29 / -8.79 eV
**Kohn-Sham gap (spin up / spin down)**: 8.19 / 5.50 eV

Geometry (Å):
C1 2.0279 0.0585 -0.2029
N1 -2.0207 -0.1242 0.0422
O1 -3.0529 -0.0135 0.6271
O2 -1.3617 0.9244 0.0393
O3 -1.5447 -1.1658 -0.3553
Cl1 2.3018 -1.4812 0.4785
Cl2 3.0012 1.3803 0.4303
Cl3 0.6491 0.4214 -1.0592

Record 11
Formula: CCl3NP
Source: the OMol25 dataset
Level of theory: ωB97M-V with the def2-TZVPD basis set

Results
**2S+1**: 1
**Net charge**: +1
**Highest occupied orbital energy (spin up / spin down)**: -16.06 / -15.60 eV
**Kohn-Sham gap (spin up / spin down)**: 5.60 / 7.95 eV

Geometry (Å):
C1 -0.1176 -1.0778 -0.6038
N1 -0.2508 -2.2166 -0.6326
P1 -0.0160 0.7425 -0.6897
Cl1 -0.1264 1.0637 1.2605
Cl2 -1.7042 1.4286 -1.5310
Cl3 2.2150 0.0596 2.1967

Record 12
Formula: CClIN2O4
Source: the OMol25 dataset
Level of theory: ωB97M-V with the def2-TZVPD basis set

Results
**2S+1**: 1
**Highest occupied orbital energy (spin up / spin down)**: -10.78 / -10.20 eV
**Kohn-Sham gap (spin up / spin down)**: 7.36 / 6.49 eV

Geometry (Å):
C1 -0.1039 0.4696 -0.2375
N1 -0.6137 0.4514 1.1079
N2 1.1742 -0.1389 -0.4865
O1 -0.3900 -0.5554 1.7579
O2 1.6293 0.0791 -1.5932
O3 -1.2448 1.4575 1.4257
O4 1.6838 -0.8222 0.3761
Cl1 -0.6809 1.6090 -1.2420
I1 -1.4540 -2.5500 -1.1084

Summary of strongest force on any atom in eV/A
5.45, 2.33, 3.51, 6.06, 1.81, 2.87, 2.35, 9.85, 4.97, 4.03, 2.62, 1.27
(order as listed above)
Summary of relative energy (zero: lowest compared OMol25 entry of this formula, charge and spin) in eV
1.8855, 0.7112, 2.5692, 2.0245, 5.4658, 0.2324, 0.2441, 4.8942, 0.4582, 3.0117, 4.4603, 1.4830
(order as listed above)